Here is an isolated molecule of C2H3FN2O from the Open Molecules 2025 dataset. Energies are from the ωB97M-V functional and the def2-TZVPD basis.

Geometry (Å):
F (-2.273, 0.214, 0.553)
N (-0.847, -0.154, 0.909)
C (-0.109, 1.023, 0.505)
N (0.761, 0.767, -0.374)
C (0.763, -0.642, -0.685)
O (-0.445, -1.130, 0.069)
H (-0.262, 1.935, 1.117)
H (0.833, -0.752, -1.700)
H (1.579, -1.262, -0.394)

## Properties
- energy above the lowest of the compared OMol25 structures with the same formula, charge and spin (eV) = 3.384
- total energy (eV) = -9863.2263
- HOMO level (eV) = -10.2
- HOMO-LUMO gap (eV) = 10.46
- net charge = 0